# 1
Here is C43H41As2Cl2N3OPS2Ti as an isolated structure from the Open Molecules 2025 dataset. Energies are from wB97M-V/def2-TZVPD.

Values from the calculation:
2S+1: 1
Lowest unoccupied orbital energy, eV: -2.371
HOMO-LUMO gap, eV: 7.66
HOMO level, eV: -10.03
Total charge: +1
Energy above the lowest of the compared OMol25 structures with the same formula, charge and spin, eV: 0.3617

Last column: Löwdin charge in e.
Cartesian coordinates (Å):
Ti 0.65 0.65 0.24  0.676
O 0.56 -0.85 2.22  -0.025
C -0.33 -0.04 1.97  -0.417
C -1.58 0.06 2.75  -0.241
C -1.62 -0.25 4.11  -0.015
C -2.82 -0.13 4.79  -0.053
C -3.98 0.24 4.10  -0.048
C -3.93 0.50 2.74  -0.072
C -2.72 0.45 2.05  -0.300
P -2.52 0.61 0.24  1.110
C -3.89 -0.50 -0.26  -0.373
C -3.89 -1.80 0.23  -0.125
C -4.87 -2.71 -0.17  -0.082
C -5.85 -2.32 -1.07  -0.075
C -5.86 -1.02 -1.56  -0.068
C -4.88 -0.11 -1.16  -0.087
C -3.16 2.25 -0.25  -0.410
C -4.15 2.94 0.44  -0.099
C -4.65 4.13 -0.08  -0.081
C -4.18 4.63 -1.28  -0.086
C -3.17 3.96 -1.96  -0.091
C -2.65 2.78 -1.43  -0.166
H -0.72 -0.57 4.61  0.124
H -2.87 -0.35 5.84  0.111
H -4.92 0.29 4.62  0.112
H -4.85 0.71 2.20  0.109
H -3.14 -2.11 0.94  0.088
H -4.86 -3.71 0.22  0.107
H -6.61 -3.02 -1.39  0.107
H -6.62 -0.70 -2.26  0.108
H -4.91 0.90 -1.55  0.104
H -4.54 2.57 1.38  0.089
H -5.42 4.67 0.47  0.110
H -4.58 5.55 -1.68  0.110
H -2.77 4.36 -2.88  0.112
H -1.82 2.30 -1.92  0.072
C 3.31 -1.31 -2.03  -0.077
C 3.63 -0.91 -0.64  -0.633
N 2.90 -0.17 0.16  0.018
C 3.61 0.10 1.33  -0.322
C 4.82 -0.50 1.43  -0.314
S 5.14 -1.38 0.01  1.134
C 3.05 1.05 2.27  -0.318
C 3.65 1.55 3.38  -0.310
S 2.59 2.65 4.15  1.134
C 1.41 2.39 2.94  -0.586
N 1.80 1.54 2.01  0.002
C 0.07 3.01 3.04  -0.088
H 2.69 -0.55 -2.51  0.020
H 4.22 -1.42 -2.61  0.093
H 2.78 -2.27 -2.06  0.075
H 5.52 -0.44 2.24  0.087
H 4.63 1.35 3.77  0.085
H 0.15 4.09 3.18  0.082
H -0.46 2.60 3.90  0.091
H -0.50 2.81 2.15  0.015
C -1.59 -4.46 -0.22  -0.305
As -0.36 -2.95 -0.31  1.155
C 1.10 -3.74 0.73  -0.292
C 0.34 -3.23 -2.12  -0.434
C 0.72 -4.50 -2.55  -0.106
C 1.22 -4.70 -3.83  -0.068
C 1.33 -3.62 -4.70  -0.067
C 0.95 -2.36 -4.28  -0.110
C 0.47 -2.15 -2.99  -0.458
As -0.03 -0.35 -2.41  1.104
C 0.56 0.76 -3.89  -0.303
C -1.89 -0.57 -2.94  -0.274
H -1.09 -5.39 -0.44  0.021
H -2.40 -4.30 -0.93  0.021
H -2.01 -4.51 0.78  0.028
H 1.36 -4.73 0.35  0.027
H 0.77 -3.82 1.76  0.030
H 1.97 -3.09 0.71  0.006
H 0.62 -5.35 -1.89  0.094
H 1.51 -5.69 -4.15  0.110
H 1.71 -3.77 -5.70  0.110
H 1.06 -1.53 -4.97  0.093
H 1.64 0.70 -4.03  0.007
H 0.32 1.80 -3.65  0.022
H 0.05 0.48 -4.81  0.035
H -1.90 -0.92 -3.97  0.046
H -2.46 0.36 -2.86  0.012
H -2.36 -1.32 -2.30  0.015
Cl -1.30 4.72 0.63  0.818
C 0.20 4.73 -0.24  -0.549
C 0.70 5.97 -0.59  -0.110
C 1.87 6.08 -1.31  -0.076
C 2.53 4.93 -1.70  -0.113
C 2.03 3.70 -1.35  -0.567
Cl 2.91 2.30 -1.88  0.754
C 0.85 3.52 -0.59  -0.389
N 0.39 2.27 -0.27  -0.135
H 0.15 6.85 -0.28  0.105
H 2.25 7.06 -1.58  0.112
H 3.45 4.98 -2.28  0.106

=====

# 2
Here is C46H36N2OP2PbS2 as an isolated structure from the Open Molecules 2025 dataset. Energies are from wB97M-V/def2-TZVPD.

Values from the calculation:
2S+1: 1
Lowest unoccupied orbital energy, eV: -5.350
HOMO-LUMO gap, eV: 8.25
HOMO level, eV: -13.60
Total charge: +2

Last column: Löwdin charge in e.
Cartesian coordinates (Å):
Pb -1.08 -1.26 -0.52  1.062
O 0.45 -4.65 -1.64  -0.422
S 0.76 -3.22 -1.61  0.775
C 2.38 -3.04 -0.81  -0.346
C 3.46 -3.75 -1.30  -0.037
C 4.66 -3.73 -0.61  -0.022
C 4.77 -3.01 0.57  -0.026
C 3.68 -2.31 1.07  -0.053
C 2.47 -2.33 0.39  -0.356
P 1.04 -1.46 1.12  0.935
C 0.44 -2.49 2.48  -0.389
C 0.80 -3.83 2.61  -0.061
C 0.24 -4.58 3.64  -0.046
C -0.66 -4.01 4.51  -0.045
C -1.03 -2.67 4.37  -0.053
C -0.48 -1.92 3.35  -0.108
C 1.68 0.06 1.88  -0.361
C 2.19 0.06 3.18  -0.080
C 2.69 1.23 3.72  -0.043
C 2.69 2.40 2.97  -0.044
C 2.19 2.40 1.68  -0.057
C 1.68 1.23 1.14  -0.129
C 1.14 -2.71 -3.29  -0.356
C 1.58 -3.68 -4.19  -0.055
C 1.86 -3.31 -5.49  -0.021
C 1.69 -1.99 -5.90  -0.027
C 1.21 -1.04 -5.01  -0.064
C 0.91 -1.40 -3.70  -0.350
P 0.19 -0.11 -2.62  0.951
C -1.36 0.39 -3.42  -0.414
C -1.99 -0.40 -4.38  -0.070
C -3.24 -0.02 -4.85  -0.046
C -3.86 1.12 -4.37  -0.046
C -3.24 1.90 -3.40  -0.053
C -2.00 1.53 -2.92  -0.127
C 1.37 1.26 -2.79  -0.361
C 1.13 2.33 -3.65  -0.078
C 2.09 3.31 -3.83  -0.048
C 3.30 3.22 -3.16  -0.047
C 3.55 2.15 -2.31  -0.055
C 2.59 1.17 -2.12  -0.109
H 3.37 -4.32 -2.21  0.117
H 5.51 -4.28 -0.99  0.125
H 5.71 -2.99 1.11  0.124
H 3.77 -1.76 2.00  0.110
H 1.50 -4.28 1.92  0.113
H 0.52 -5.62 3.75  0.119
H -1.09 -4.60 5.31  0.119
H -1.73 -2.23 5.06  0.117
H -0.76 -0.87 3.24  0.109
H 2.18 -0.85 3.77  0.117
H 3.08 1.24 4.73  0.120
H 3.08 3.32 3.39  0.119
H 2.20 3.31 1.09  0.117
H 1.29 1.22 0.12  0.057
H 1.68 -4.70 -3.86  0.122
H 2.20 -4.06 -6.20  0.125
H 1.91 -1.71 -6.92  0.124
H 1.06 -0.02 -5.34  0.120
H -1.51 -1.29 -4.76  0.111
H -3.73 -0.63 -5.61  0.119
H -4.83 1.41 -4.75  0.119
H -3.72 2.79 -3.03  0.117
H -1.50 2.14 -2.17  0.099
H 0.19 2.40 -4.20  0.107
H 1.90 4.13 -4.51  0.119
H 4.05 3.99 -3.30  0.119
H 4.50 2.08 -1.80  0.117
H 2.80 0.33 -1.48  0.100
S -4.69 4.10 2.29  1.007
C -3.71 2.82 1.53  -0.489
C -4.25 1.57 1.26  -0.041
C -3.44 0.59 0.72  -0.148
N -2.15 0.79 0.44  -0.111
C -1.63 2.01 0.68  -0.130
C -2.37 3.04 1.21  -0.039
C -4.41 3.54 3.98  -0.508
C -5.28 2.65 4.58  -0.075
C -4.99 2.23 5.88  -0.126
N -3.92 2.64 6.55  0.072
C -3.11 3.52 5.97  -0.129
C -3.31 4.00 4.68  -0.078
H -5.29 1.36 1.47  0.121
H -3.84 -0.39 0.50  0.100
H -0.58 2.14 0.44  0.090
H -1.92 4.01 1.38  0.120
H -6.17 2.30 4.08  0.108
H -5.64 1.54 6.40  0.114
H -2.26 3.85 6.56  0.113
H -2.63 4.72 4.24  0.106